No. 1
The following is a DFT calculation (ωB97M-V with the def2-TZVPD basis set) of a 4-piece molecular cluster, C3H10N2O3 overall.

Last column: natural (NBO) charge in e.
Positions of all 18 atoms, in Å:
C -0.17 1.67 1.92  -0.10
C 1.13 1.39 1.64  -0.11
N 1.12 0.17 1.01  -0.52
C -0.16 -0.26 0.98  0.17
N -0.98 0.64 1.50  -0.52
H -0.55 2.54 2.42  0.21
H 2.07 1.88 1.82  0.22
H 1.92 -0.35 0.69  0.45
H -0.40 -1.28 0.73  0.22
O 1.77 -2.04 -0.64  -0.99
H 1.06 -1.63 -1.19  0.51
H 2.20 -2.66 -1.23  0.47
O -0.57 -1.15 -2.09  -0.99
H -1.12 -0.34 -2.14  0.52
H -0.56 -1.50 -2.99  0.47
O -2.06 0.99 -1.16  -0.99
H -3.01 0.99 -1.04  0.48
H -1.69 0.96 -0.25  0.50

Computed properties:
HOMO energy in eV: -8.9
Total energy in eV: -12396.4661
Orbital gap in eV: 9.567
SMILES: c1c[nH]cn1.O.O.O
LUMO energy in eV: 0.7
Max |F| in eV Å⁻¹: 0.6

=====

No. 2
The following is a DFT calculation (ωB97M-V with the def2-TZVPD basis set) of a 9-piece molecular cluster, C5H28N2O9 overall at a distorted geometry.

Last column: natural (NBO) charge in e.
Positions of all 44 atoms, in Å:
C -2.96 -0.14 -0.81  -0.62
C -3.02 -0.21 0.72  -0.22
N -1.75 0.19 1.33  -0.41
C -1.37 1.48 1.22  0.56
O -0.25 1.94 1.47  -0.72
C -0.86 -0.86 1.79  -0.26
C 0.16 -1.31 0.74  -0.23
N 1.24 -2.06 1.42  -0.86
H -2.09 -0.69 -1.18  0.22
H -2.91 0.88 -1.20  0.21
H -3.86 -0.58 -1.24  0.22
H -3.85 0.38 1.10  0.21
H -3.24 -1.24 1.02  0.22
H -2.18 2.16 0.93  0.14
H -0.33 -0.60 2.73  0.23
H -1.49 -1.72 2.09  0.24
H -0.29 -1.99 0.02  0.18
H 0.57 -0.46 0.18  0.18
H 1.63 -1.44 2.12  0.38
H 1.96 -2.25 0.74  0.38
O 3.28 -0.02 -2.12  -1.00
H 4.01 0.34 -2.64  0.46
H 2.49 0.07 -2.71  0.50
O 2.02 0.87 2.65  -0.99
H 2.68 1.58 2.61  0.49
H 1.25 1.26 2.17  0.50
O 0.84 3.06 -2.70  -0.99
H 1.25 2.82 -1.81  0.51
H 0.09 3.61 -2.45  0.47
O 0.23 1.24 4.71  -0.96
H -0.31 1.64 4.01  0.46
H 1.03 0.93 4.25  0.49
O 1.92 2.29 -0.29  -0.98
H 1.19 1.98 0.31  0.50
H 2.45 1.50 -0.50  0.50
O 0.96 0.47 -3.30  -1.02
H 0.84 1.44 -3.29  0.51
H 0.47 0.08 -4.05  0.50
O -0.41 -1.21 -5.01  -0.94
H -0.09 -1.27 -5.92  0.48
H -0.10 -2.01 -4.58  0.48
O -0.62 -4.20 2.12  -0.97
H 0.09 -3.52 2.16  0.49
H -0.66 -4.44 1.19  0.46

Computed properties:
HOMO energy in eV: -10.0
Total energy in eV: -27048.6224
Orbital gap in eV: 10.148
SMILES: CCN(C=O)CCN.O.O.O.O.O.O.O.O
LUMO energy in eV: 0.2
Max |F| in eV Å⁻¹: 1.1

=====

No. 3
The following is a DFT calculation (ωB97M-V with the def2-TZVPD basis set) of C43H42MnNO2 as an isolated structure.

Last column: Löwdin charge in e.
Positions of all 89 atoms, in Å:
Mn -0.23 0.38 0.28  1.01
C -2.31 1.46 1.36  -0.29
C -1.46 1.12 2.45  -0.29
C -0.39 2.04 2.46  -0.29
C -0.57 2.94 1.39  -0.26
C -1.76 2.60 0.72  -0.28
C -2.40 3.33 -0.42  -0.05
C 0.39 4.05 1.06  -0.06
C 0.73 2.05 3.45  -0.06
C -1.65 0.03 3.47  -0.06
C -3.64 0.86 1.02  -0.06
H -3.45 3.58 -0.20  0.07
H -2.39 2.76 -1.34  0.04
H -1.89 4.28 -0.62  0.06
H 0.64 4.64 1.94  0.07
H -0.04 4.74 0.32  0.06
H 1.34 3.70 0.64  0.06
H 0.57 2.77 4.27  0.07
H 1.68 2.32 2.97  0.07
H 0.88 1.07 3.89  0.06
H -1.51 0.40 4.49  0.07
H -0.94 -0.79 3.34  0.06
H -2.66 -0.39 3.42  0.06
H -3.70 0.49 -0.02  0.06
H -4.46 1.57 1.13  0.07
H -3.87 0.00 1.66  0.06
O -0.81 1.00 -1.49  -0.27
C -0.52 0.74 -2.80  -0.49
C -0.57 -0.78 -3.08  -0.06
C 0.46 -1.63 -2.39  -0.24
C 1.34 -2.38 -3.18  -0.03
C 2.26 -3.20 -2.58  -0.06
C 2.27 -3.28 -1.21  -0.02
C 1.35 -2.52 -0.47  -0.25
C 1.40 -2.60 1.02  -0.06
C 2.00 -1.31 1.64  -0.50
O 1.07 -0.31 1.60  -0.24
C 3.29 -1.02 0.85  -0.17
C 3.35 0.02 -0.06  -0.01
C 4.47 0.19 -0.87  -0.07
C 5.55 -0.67 -0.77  -0.10
C 5.51 -1.70 0.17  -0.09
C 4.39 -1.86 0.97  -0.05
C 2.37 -1.52 3.12  -0.15
C 1.85 -2.55 3.90  -0.04
C 2.14 -2.63 5.26  -0.09
C 2.95 -1.68 5.86  -0.11
C 3.47 -0.64 5.09  -0.08
C 3.18 -0.57 3.74  -0.04
N 0.48 -1.70 -1.06  0.16
C -1.65 1.33 -3.68  -0.13
C -1.43 1.98 -4.89  -0.02
C -2.50 2.45 -5.65  -0.09
C -3.80 2.27 -5.22  -0.11
C -4.03 1.62 -4.01  -0.08
C -2.96 1.16 -3.25  -0.04
C 0.82 1.39 -3.20  -0.14
C 1.62 0.94 -4.24  -0.05
C 2.79 1.61 -4.60  -0.09
C 3.17 2.75 -3.90  -0.11
C 2.37 3.21 -2.85  -0.08
C 1.21 2.53 -2.51  -0.01
H -0.53 -0.99 -4.15  0.12
H -1.56 -1.08 -2.73  0.13
H 1.27 -2.30 -4.26  0.10
H 2.96 -3.77 -3.17  0.11
H 2.97 -3.91 -0.68  0.11
H 1.99 -3.48 1.29  0.11
H 0.39 -2.72 1.44  0.13
H 2.52 0.71 -0.15  0.10
H 4.48 1.00 -1.59  0.09
H 6.42 -0.54 -1.40  0.09
H 6.36 -2.37 0.28  0.09
H 4.37 -2.67 1.71  0.12
H 1.20 -3.29 3.46  0.10
H 1.72 -3.44 5.85  0.09
H 3.17 -1.74 6.92  0.09
H 4.09 0.11 5.55  0.10
H 3.56 0.25 3.15  0.12
H -0.42 2.15 -5.23  0.10
H -2.31 2.96 -6.59  0.09
H -4.63 2.64 -5.81  0.09
H -5.04 1.49 -3.64  0.10
H -3.14 0.70 -2.28  0.10
H 1.32 0.07 -4.82  0.10
H 3.39 1.24 -5.42  0.09
H 4.08 3.27 -4.17  0.09
H 2.66 4.09 -2.30  0.10
H 0.59 2.87 -1.68  0.11

Computed properties:
Spin multiplicity: 6
HOMO energy (alpha / beta) in eV: -3.1 / -3.4
Total charge: -1
Total energy in eV: -82181.8992
Orbital gap (alpha / beta) in eV: 5.768 / 6.001
LUMO energy (alpha / beta) in eV: 2.6 / 2.6
Max |F| in eV Å⁻¹: 1.0